Here is 2 unconnected molecules or ions with the total composition C24H25BNO6 in a non-equilibrium geometry from OMol25. Energies are from wB97M-V/def2-TZVPD.

```
57
Properties=species:S:1:pos:R:3:forces:R:3
C -4.128131 0.838571 1.329785 -0.7 0.4 -0.1
C -2.878336 0.027429 1.396052 1.1 -1.1 0.7
C -2.748446 -1.318606 1.667100 -0.4 0.9 -0.4
C -1.344871 -1.578349 1.843553 0.5 1.0 0.4
C -0.708009 -0.346197 1.957603 -3.3 -2.7 -4.5
B -0.302729 -0.796636 -1.955737 -0.1 3.1 7.3
N -1.768956 -1.027090 -2.211515 0.6 0.7 -1.4
C -2.586976 -2.139082 -1.691424 -0.3 -0.6 0.2
C -2.395575 0.352295 -2.185692 -0.1 0.5 -0.5
C -1.313111 1.309186 -1.674914 1.5 1.9 0.6
O -1.321753 2.499892 -1.453605 -0.5 -3.5 -0.8
O -0.146954 0.523469 -1.477406 -0.5 -0.8 -1.9
C -0.927740 -1.512500 -3.471821 -2.8 -0.3 -2.4
C 0.327607 -2.215768 -2.961249 3.9 -3.6 0.7
O 1.067481 -2.974219 -3.548275 -2.4 2.1 0.7
O 0.502586 -1.876848 -1.594321 -0.9 0.7 -3.3
O -1.611094 0.599763 1.413559 -1.4 -0.7 0.8
H -4.946497 0.233463 1.774886 0.5 0.2 -0.4
H -4.114733 1.778189 1.924850 0.3 -0.6 -0.5
H -4.444517 1.088327 0.289556 0.2 0.0 0.6
H -3.609741 -1.977145 1.856462 0.7 0.2 -0.3
H -0.853274 -2.531579 1.675633 0.0 0.0 1.0
H -3.185807 -2.584972 -2.500185 0.2 0.2 0.2
H -1.908030 -2.884338 -1.270271 -0.2 0.0 0.0
H -3.257427 -1.773185 -0.901445 0.5 0.0 -0.2
H -2.729715 0.667785 -3.203982 -0.1 -0.3 1.0
H -3.185898 0.386024 -1.406585 0.2 -0.4 -0.8
H -1.583770 -2.301557 -3.885143 0.6 0.2 -0.1
H -0.798654 -0.754568 -4.271046 0.1 -0.2 0.6
C 4.693432 -1.283754 -2.922018 0.3 -0.1 0.9
O 4.750694 -1.750746 -1.548277 0.0 0.4 -0.3
C 3.949027 -1.136719 -0.635362 -0.7 0.1 -0.3
C 3.610508 -1.865636 0.523343 0.3 0.3 -0.8
C 2.577229 -1.419377 1.321668 0.1 0.0 0.5
C 1.832200 -0.268949 1.033455 -1.0 0.0 0.2
C 0.642817 0.084122 2.070199 3.9 0.7 0.6
C 0.498882 1.554747 2.449757 1.0 0.2 0.3
C -0.626614 1.865901 3.216680 0.1 1.2 0.7
C -0.991734 3.186882 3.427706 0.9 0.1 0.2
C -0.107229 4.224716 3.036359 0.1 -0.5 -0.1
C 1.097700 3.903043 2.374008 -0.1 -0.4 0.4
C 1.409711 2.547578 2.082343 -0.5 0.5 0.3
C 2.261367 0.487642 -0.065215 0.0 0.3 0.4
C 3.359264 0.126648 -0.851479 -0.2 -0.8 0.0
H 5.394404 -1.947879 -3.432847 -0.2 0.3 -0.1
H 3.675552 -1.395985 -3.339298 0.4 0.1 0.3
H 5.035802 -0.237195 -2.980776 -0.1 -0.5 -0.2
H 4.170160 -2.771827 0.753645 -0.2 0.2 -0.1
H 2.396399 -1.984491 2.238570 -0.2 0.1 -0.2
H 1.053707 -0.467873 2.937856 -0.3 0.3 0.0
H -1.222262 1.098458 3.726496 0.2 0.2 -0.5
H -1.926980 3.344085 3.968978 0.4 0.4 -0.1
H -0.325379 5.255098 3.345672 0.1 -0.4 -0.4
H 1.842734 4.680023 2.130601 -0.6 -0.4 0.2
H 2.376310 2.245714 1.637376 -0.8 0.5 0.2
H 1.765600 1.415822 -0.318406 0.0 0.0 0.2
H 3.709761 0.798176 -1.645482 -0.3 -0.4 0.3
```
Positions in Å, forces in eV/Å.

## Properties
total charge = +1
E_LUMO = -4.476 eV
gap between HOMO and LUMO = 6.1702 eV
largest force on an atom = 7.97 eV/A